{
  "formula": "C3H6N2P",
  "method": "wB97M-V/def2-TZVPD",
  "species": ["C", "C", "C", "N", "N", "P", "H", "H", "H", "H", "H", "H"],
  "positions_angstrom": [[0.8815, 0.1494, -1.9243], [0.1707, -0.9792, -1.6131], [0.0395, 0.5624, 1.9088], [0.7580, -0.0890, -0.6536], [-0.6560, 0.9068, 0.7688], [-0.6706, -2.3603, -2.1615], [1.3163, 0.8975, -2.6238], [0.9107, 1.1305, 2.1660], [-0.5618, 0.8706, 2.7368], [0.0110, -0.5457, 1.7464], [-0.6121, 1.9259, 0.7241], [-1.5872, -2.4688, -1.0747]],
  "atomic_forces_ev_per_a": [[0.0, 0.4, -1.3], [1.4, 2.9, 1.0], [-0.8, -2.5, 0.0], [-0.2, -1.7, -0.4], [-0.6, 2.2, -1.4], [-0.7, -1.3, -0.2], [-0.4, -0.7, 0.7], [1.3, -0.2, -0.4], [-1.0, -0.2, 1.1], [1.3, 0.7, 1.7], [-0.4, 0.3, -0.5], [0.2, 0.2, 0.0]],
  "max_force_ev_per_a": 3.33,
  "charge": 1,
  "homo_energy_ev": [-13.1, -14.2],
  "e_lumo_ev": [-5.35, -7.81],
  "multiplicity": 3,
  "e_above_lowest_kcal_mol": 33.8,
  "homo_lumo_gap_ev": [7.797, 6.435]
}

{
  "formula": "C3H6N2S",
  "method": "wB97M-V/def2-TZVPD",
  "species": ["C", "C", "C", "H", "H", "H", "H", "H", "H", "N", "N", "S"],
  "positions_angstrom": [[2.0277, 1.2293, 0.1889], [2.1534, -0.2164, -0.1759], [-0.7767, 0.0753, -0.2839], [2.9675, 1.5780, 0.6644], [1.1654, 1.3915, 0.8878], [1.8547, 1.8563, -0.6757], [3.1672, -0.5262, -0.5331], [-0.4655, -1.5978, 0.7942], [-0.2661, 0.6902, -1.0184], [1.3142, -1.1641, -0.1033], [0.0148, -0.8316, 0.2947], [-2.3845, 0.2531, 0.0104]],
  "atomic_forces_ev_per_a": [[-0.5, 0.1, 1.2], [1.3, 0.1, -0.4], [-0.5, 0.1, -0.1], [-0.6, -0.3, -0.3], [0.8, -0.1, -0.5], [0.0, 0.1, -0.3], [-0.9, 0.1, 0.3], [0.5, 0.7, -0.4], [0.1, 0.1, 0.0], [-0.2, 0.0, 0.0], [-0.3, -0.9, 0.6], [0.4, 0.0, 0.0]],
  "max_force_ev_per_a": 1.32,
  "charge": 0,
  "smiles": "C/C=N\\NC=S",
  "homo_energy_ev": -8.6,
  "e_lumo_ev": 0.47,
  "e_above_lowest_kcal_mol": 42.0,
  "homo_lumo_gap_ev": 9.028
}

{
  "formula": "C3H6N2S",
  "method": "wB97M-V/def2-TZVPD",
  "species": ["C", "C", "C", "H", "H", "H", "H", "H", "H", "N", "N", "S"],
  "positions_angstrom": [[-1.2043, 0.9178, 0.7014], [-0.8848, -0.0908, -0.0888], [0.4809, -0.5256, -0.3821], [-3.3632, 1.3026, 0.7550], [-2.2213, 2.3405, 1.9353], [-0.2855, 0.8756, 1.5953], [-1.5905, -0.5723, -0.9816], [0.9877, -2.6111, -1.1601], [-0.9321, -2.5858, -0.5896], [-2.2502, 1.8999, 0.7595], [0.2277, -1.5491, -1.4537], [1.9507, -0.1883, 0.1201]],
  "atomic_forces_ev_per_a": [[2.5, 0.8, 3.8], [-2.2, -0.4, -3.9], [-2.5, -3.0, -1.0], [4.4, 2.3, -0.2], [-0.2, -1.8, -4.8], [-2.6, 1.3, -2.4], [1.4, 1.9, 2.6], [-2.3, 4.6, -1.4], [2.5, 2.5, -2.2], [-3.1, -2.2, 4.9], [1.3, -6.6, 4.1], [0.8, 0.6, 0.4]],
  "max_force_ev_per_a": 7.90,
  "charge": 0,
  "homo_energy_ev": -8.7,
  "e_lumo_ev": -1.12,
  "e_above_lowest_kcal_mol": 207.7,
  "homo_lumo_gap_ev": 7.590
}

{
  "formula": "C3H6N2S",
  "method": "wB97M-V/def2-TZVPD",
  "species": ["C", "C", "C", "H", "H", "H", "H", "H", "H", "N", "N", "S"],
  "positions_angstrom": [[-1.9552, -1.0261, 0.1341], [-0.7378, -0.1589, -0.0019], [2.3017, 0.2429, 0.1962], [-2.4663, -1.0041, 1.0638], [-2.6878, -0.9072, -0.7658], [-1.6261, -2.1722, 0.3007], [0.1411, -2.0602, -0.1232], [3.3781, 0.2790, 0.1659], [1.8017, 1.1789, 0.0698], [0.3003, -1.0228, -0.2442], [1.7002, -0.8567, -0.0529], [-0.6372, 1.4684, -0.0376]],
  "atomic_forces_ev_per_a": [[-0.8, -2.8, -1.3], [0.6, -1.4, -0.5], [-1.3, 0.0, -1.7], [-0.7, 1.3, 0.8], [1.3, -0.3, 1.8], [-0.7, 2.3, -1.2], [0.0, 2.1, -0.4], [0.3, -0.6, 0.5], [-0.2, 0.6, 0.5], [2.0, -0.6, 1.2], [-0.1, -0.5, 0.1], [-0.5, 0.1, 0.2]],
  "max_force_ev_per_a": 3.15,
  "charge": 0,
  "smiles": "C=NNC(C)=S",
  "homo_energy_ev": -8.6,
  "e_lumo_ev": 0.24,
  "e_above_lowest_kcal_mol": 63.1,
  "homo_lumo_gap_ev": 8.797
}

{
  "formula": "C3H6N2S",
  "method": "wB97M-V/def2-TZVPD",
  "species": ["C", "C", "C", "H", "H", "H", "H", "H", "H", "N", "N", "S"],
  "positions_angstrom": [[-0.8459, -0.4620, 0.5667], [0.5291, -1.0155, 0.7816], [1.5143, -0.0675, 0.1446], [-1.8212, -1.8192, 1.4060], [0.5948, -2.0351, 0.3843], [0.6423, -1.1006, 1.8861], [1.8666, 0.6748, 0.8602], [2.3668, -0.5467, -0.3548], [-1.7070, 1.0467, -0.5577], [-1.9908, -0.9501, 0.8539], [-0.7833, 0.7765, -0.0962], [0.6432, 0.8916, -1.1178]],
  "atomic_forces_ev_per_a": [[-1.3, 0.7, -1.0], [-0.2, -0.6, 1.0], [0.9, 0.6, -0.2], [-0.4, 0.7, -0.5], [-0.1, 0.3, -0.1], [0.3, 0.1, -0.7], [0.2, -0.2, 0.1], [-0.2, 0.1, 0.3], [1.8, -0.5, 0.9], [1.0, -0.9, 0.8], [-1.3, 0.2, -0.8], [-0.8, -0.4, 0.2]],
  "max_force_ev_per_a": 2.11,
  "charge": 0,
  "smiles": "[H]/N=C1\\CCSN1",
  "homo_energy_ev": -8.2,
  "e_lumo_ev": 0.72,
  "e_above_lowest_kcal_mol": 22.1,
  "homo_lumo_gap_ev": 8.937
}

{
  "formula": "C3H6N2S",
  "method": "wB97M-V/def2-TZVPD",
  "species": ["C", "C", "C", "H", "H", "H", "H", "H", "H", "N", "N", "S"],
  "positions_angstrom": [[-0.2682, 0.9958, 0.5110], [-0.0639, -0.3368, -0.0502], [0.3557, -1.7291, 0.4610], [-2.6207, 0.4311, -0.0115], [-2.7367, 2.1968, -0.8053], [0.2009, 1.1594, 1.5379], [-0.5988, -0.4101, -1.1497], [-0.1257, -2.6717, -0.0299], [0.3229, -1.5589, 1.5442], [-2.0140, 1.2853, -0.8615], [-1.2021, 1.7734, 0.2759], [1.7456, -0.8836, -0.1573]],
  "atomic_forces_ev_per_a": [[1.6, -2.1, 4.7], [0.2, -1.5, -5.7], [-2.3, 0.6, 1.2], [1.4, 3.1, -3.9], [1.8, -3.5, -0.7], [0.1, 0.2, -1.6], [1.6, 0.2, 2.9], [1.1, 1.9, 1.1], [0.0, -1.5, -0.1], [-4.7, 0.9, 4.9], [-0.7, 1.1, -2.0], [0.0, 0.6, -0.9]],
  "max_force_ev_per_a": 6.85,
  "charge": 0,
  "homo_energy_ev": -9.0,
  "e_lumo_ev": 0.26,
  "e_above_lowest_kcal_mol": 123.1,
  "homo_lumo_gap_ev": 9.304
}

- Which formula does entry 4 have?
  C3H6N2S

- What is the formula in the third record?
  C3H6N2S